Record 1
This record from the Open Molecules 2025 dataset describes an isolated molecule of CH5N3O2. The level of theory is the ωB97M-V functional and the def2-TZVPD basis.

Computed properties:
**SMILES string**: N/N=C(\O)NO
**E_tot**: -355.72625 Ha
**Strongest force on any atom**: 3.660 eV/Å
**Energy above the lowest of the compared OMol25 structures with the same formula, charge and spin**: 2.666 eV
**HOMO energy**: -8.706 eV
**Charge**: 0

Each line ends with the natural charge from an NBO analysis.
Cartesian coordinates (Å):
1 N -1.269 -0.970 0.416  -0.331
2 N -0.359 1.046 -0.277  -0.498
3 C -0.187 -0.196 0.105  0.640
4 N 1.009 1.642 -0.435  -0.725
5 O -1.065 -2.369 0.333  -0.549
6 O 1.022 -0.686 0.286  -0.720
7 H -0.163 -2.490 0.675  0.484
8 H -2.127 -0.728 -0.060  0.390
9 H 0.566 2.299 0.287  0.420
10 H 1.625 0.294 -0.020  0.509
11 H 0.950 2.157 -1.311  0.381

Record 2
This record from the Open Molecules 2025 dataset describes a structure of composition C30H34HfI2N9O5S. The level of theory is the ωB97M-V functional and the def2-TZVPD basis.

Computed properties:
**E_tot**: -3074.22618 Ha
**Strongest force on any atom**: 0.371 eV/Å
**Energy above the lowest of the compared OMol25 structures with the same formula, charge and spin**: 0.000 eV
**HOMO energy**: -10.221 eV
**Charge**: +1

Each line ends with the Mulliken charge.
Cartesian coordinates (Å):
1 Hf -0.319 -0.744 0.625  0.825
2 O -4.402 0.736 1.773  -0.706
3 C -5.114 0.060 0.852  0.492
4 C -6.464 0.408 0.751  -0.560
5 C -7.281 -0.210 -0.168  -0.370
6 C -6.776 -1.196 -1.018  -0.747
7 C -5.449 -1.541 -0.929  -0.628
8 C -4.592 -0.926 -0.001  0.363
9 C -3.172 -1.292 -0.006  0.748
10 O -2.382 -0.813 0.945  -0.500
11 N -2.698 -2.040 -0.955  -1.085
12 N -1.331 -2.200 -0.780  0.962
13 C -0.797 -3.177 -1.427  -0.765
14 C 0.573 -3.604 -1.283  0.846
15 C 1.083 -4.552 -2.183  -0.653
16 C 2.361 -5.044 -2.052  -0.774
17 C 3.152 -4.605 -0.987  -0.611
18 C 2.665 -3.699 -0.067  -0.470
19 C 1.371 -3.184 -0.197  0.351
20 O 0.887 -2.361 0.721  -0.402
21 H -3.496 0.392 1.810  0.240
22 H -6.839 1.171 1.420  0.482
23 H -8.324 0.071 -0.225  0.403
24 H -7.421 -1.687 -1.733  0.430
25 H -5.032 -2.301 -1.575  0.453
26 H -1.443 -3.737 -2.102  0.428
27 H 0.446 -4.898 -2.990  0.421
28 H 2.744 -5.773 -2.753  0.419
29 H 4.152 -5.000 -0.865  0.442
30 H 3.254 -3.392 0.788  0.412
31 N 3.419 5.836 3.627  -0.469
32 C 2.517 4.878 3.286  1.165
33 C 2.917 3.538 3.141  -1.093
34 C 1.998 2.566 2.817  -0.075
35 C 0.662 2.914 2.637  -0.316
36 C 0.245 4.236 2.780  -0.540
37 C 1.165 5.208 3.097  -0.906
38 S -0.516 1.730 2.191  1.430
39 O 0.111 0.383 2.497  -0.591
40 O -1.763 2.005 2.827  -0.698
41 N -0.573 1.512 0.622  0.229
42 C -1.565 1.906 -0.249  0.342
43 N -1.767 0.946 -1.165  0.096
44 C -2.755 1.155 -2.030  -0.095
45 C -3.518 2.309 -1.991  -0.698
46 C -3.190 3.241 -1.019  -0.510
47 N -2.204 3.057 -0.141  -0.594
48 H 4.395 5.620 3.708  0.191
49 H 3.150 6.800 3.674  0.192
50 H 3.953 3.270 3.310  0.319
51 H 2.306 1.530 2.739  0.370
52 H -0.799 4.489 2.645  0.483
53 H 0.845 6.235 3.216  0.308
54 H -2.943 0.367 -2.751  0.436
55 H -4.332 2.472 -2.680  0.451
56 H -3.735 4.174 -0.934  0.430
57 I 2.595 -1.738 3.959  0.064
58 C 0.624 -1.591 4.738  -0.750
59 I -0.890 -2.549 3.596  0.203
60 H 0.371 -0.542 4.782  0.165
61 H 0.628 -2.055 5.716  0.559
62 C 0.575 -0.673 -3.302  -1.285
63 N 1.900 -0.880 -2.743  0.481
64 C 2.772 -1.751 -3.516  -1.349
65 C 2.271 -0.339 -1.570  0.506
66 N 1.383 -0.014 -0.644  -0.142
67 N 3.597 -0.133 -1.355  0.158
68 C 4.087 0.024 0.005  -1.262
69 C 4.481 0.371 -2.399  -1.279
70 H 0.677 -0.307 -4.326  0.462
71 H 0.028 0.053 -2.708  0.331
72 H 0.013 -1.608 -3.329  0.327
73 H 2.193 -2.617 -3.836  0.485
74 H 3.593 -2.104 -2.898  0.387
75 H 3.166 -1.252 -4.404  0.337
76 H 1.750 0.750 -0.080  0.008
77 H 3.515 -0.609 0.682  0.247
78 H 4.033 1.064 0.347  0.471
79 H 5.131 -0.287 0.034  0.404
80 H 3.923 0.550 -3.313  0.405
81 H 5.295 -0.325 -2.605  0.350
82 H 4.910 1.321 -2.075  0.410